The following is a quantum chemistry calculation of C23H29ClN4O9PdS as an isolated structure, from the OMol25 dataset.

```
68
Properties=species:S:1:pos:R:3:forces:R:3:nbo_charge:R:1
H -2.145 -4.721 0.116 0.0 0.0 0.0 0.19
N 0.153 -0.553 1.809 0.1 -0.1 0.0 -0.54
O 0.678 3.296 2.074 0.0 0.0 -0.1 -0.98
H -0.550 -5.493 0.241 0.0 0.0 0.0 0.19
O 2.380 -2.209 2.219 0.1 0.0 0.1 -0.84
H 0.624 5.369 3.925 0.0 0.0 0.0 0.25
H 2.606 1.722 -3.953 0.0 0.0 0.0 0.23
H 2.996 3.266 4.699 0.1 0.0 -0.1 0.28
O 2.465 -4.560 2.280 -0.1 -0.2 -0.3 -0.69
C 1.517 5.490 3.311 0.0 -0.1 0.0 -0.65
C 1.314 6.485 2.174 0.0 0.0 0.0 -0.62
C -3.794 -1.901 -4.664 0.0 0.0 0.0 -0.19
C 1.528 1.691 -3.878 0.0 0.0 0.0 -0.19
H -3.946 -2.085 -5.718 0.0 0.0 0.0 0.24
Cl 1.837 -3.443 1.726 0.2 0.4 0.5 2.52
H 1.088 7.460 2.601 0.0 0.0 0.0 0.25
H -0.006 -4.161 -1.664 0.0 0.0 0.0 0.51
N -0.641 -0.967 -1.352 0.1 -0.1 0.0 -0.40
H 2.939 0.399 0.626 0.0 0.0 0.0 0.29
C 0.908 0.660 -3.196 0.0 0.0 0.0 -0.19
H 3.338 0.965 4.192 -0.1 -0.1 0.1 0.28
H -5.698 -2.699 -4.092 0.0 0.0 0.0 0.24
C -2.619 -1.306 -4.234 0.0 0.0 0.0 -0.17
N 0.729 -0.093 5.361 0.0 0.0 0.0 0.50
C -1.257 1.586 -3.761 0.0 0.0 0.0 -0.16
O -0.725 -3.883 -1.079 0.0 -0.1 0.1 -0.74
C 1.221 0.287 1.822 -0.2 0.0 -0.1 0.68
H 0.482 6.191 1.537 0.0 0.0 0.0 0.23
H 1.386 0.442 -0.256 0.0 0.0 0.0 0.27
C -1.148 -0.491 -2.403 -0.1 0.0 -0.1 0.29
C -2.430 -1.077 -2.872 0.0 0.0 0.0 -0.14
C 1.910 0.778 0.635 0.0 0.0 0.0 -0.74
H -2.441 -5.649 -2.177 0.0 0.0 0.0 0.23
O -0.144 -0.777 5.837 0.0 0.0 0.0 -0.27
H 1.243 3.480 -5.025 0.0 0.0 0.0 0.24
O 1.576 0.553 5.928 0.0 0.0 0.0 -0.31
H 1.299 2.757 4.619 0.1 -0.1 0.1 0.25
C -0.173 -0.792 3.063 0.0 0.0 -0.1 0.16
H -0.832 -6.400 -2.096 0.0 0.0 0.0 0.22
H -5.370 -2.262 -1.684 0.0 0.0 0.0 0.23
H 1.947 1.874 0.655 0.0 -0.1 0.0 0.32
C -4.777 -2.250 -3.746 0.0 0.0 0.0 -0.15
O 1.888 -3.414 0.249 -0.3 0.3 0.0 -0.81
H -3.270 -1.213 -0.897 0.0 0.0 0.0 0.20
H 2.214 6.575 1.569 0.0 0.0 0.0 0.24
H -0.962 -1.451 3.389 0.0 0.0 0.0 0.28
Pd -0.118 -2.226 0.212 0.0 -0.1 -0.1 1.31
O 0.369 -3.442 2.016 0.0 -0.1 -0.1 -0.86
C 2.696 1.493 3.492 0.1 0.1 0.1 -0.24
C -1.287 -5.082 -0.449 0.0 0.0 -0.1 -0.07
H -1.853 -1.030 -4.946 0.0 0.0 0.0 0.24
C -1.693 -6.075 -1.509 0.0 0.0 0.0 -0.65
H -1.220 3.390 -4.910 0.0 0.0 0.0 0.24
O 3.062 3.926 1.836 0.1 0.0 -0.1 -0.94
H 2.368 5.753 3.942 0.0 0.0 0.0 0.26
C -0.487 0.606 -3.138 0.1 0.0 0.0 -0.14
C 0.759 2.676 -4.488 0.0 0.0 0.0 -0.15
C -3.413 -1.434 -1.948 0.0 0.0 0.0 -0.12
H -2.337 1.541 -3.713 0.0 0.0 0.0 0.24
H 3.253 1.650 2.570 0.1 0.0 0.1 0.26
N 1.570 0.602 3.124 0.0 -0.1 0.1 -0.32
C 0.726 -0.064 3.904 0.1 0.1 -0.1 0.37
C -0.627 2.624 -4.429 0.0 0.0 0.0 -0.19
C -4.591 -2.011 -2.391 0.0 0.0 0.0 -0.22
S 1.874 3.887 2.647 -0.1 0.0 0.2 2.17
H 1.496 -0.138 -2.758 0.0 0.0 0.0 0.22
H -2.116 -6.958 -1.032 0.0 0.0 0.0 0.25
C 2.229 2.835 4.058 -0.2 0.0 -0.1 -0.68
```
Forces are in eV/Å.

Output
- Net charge: +2
- Multiplicity: 5
- Expectation value of S²: 6.02
- Orbital gap (alpha / beta): 7.25 / 4.15 eV
- HOMO (alpha / beta): -14.5 / -14.4 eV
- ΔE to the lowest compared entry with this formula, charge and spin: 12.08 kJ/mol
- Calculated total energy: -75517.0044 eV